Entry 1:
{"formula": "C22H21MnN9O5S", "method": "ωB97M-V with the def2-TZVPD basis set", "lumo_energy_ev": [-4.059, -3.513], "homo_ha": [-0.3826, -0.3840], "homo_lumo_gap_ev": [6.351, 6.936], "largest_force_ha_per_bohr": 0.0423, "spin_multiplicity": 5, "charge": 1, "species": ["Mn", "O", "C", "C", "C", "C", "C", "C", "C", "O", "N", "N", "C", "C", "C", "C", "C", "C", "C", "O", "H", "H", "H", "H", "H", "H", "H", "H", "H", "H", "N", "N", "C", "N", "N", "N", "O", "O", "H", "H", "H", "H", "H", "N", "C", "N", "C", "C", "C", "C", "C", "C", "S", "H", "H", "H", "H", "H", "H"], "xyz": [[0.10, 0.60, -0.89], [-2.25, 1.53, 2.69], [-1.41, 0.91, 3.54], [-1.87, 0.64, 4.83], [-1.04, 0.03, 5.74], [0.27, -0.30, 5.40], [0.73, -0.05, 4.13], [-0.11, 0.53, 3.17], [0.35, 0.68, 1.80], [-0.53, 0.83, 0.85], [1.62, 0.62, 1.48], [1.82, 0.69, 0.15], [3.01, 0.96, -0.30], [3.33, 1.05, -1.69], [4.63, 1.37, -2.12], [4.96, 1.44, -3.46], [3.99, 1.19, -4.43], [2.70, 0.90, -4.05], [2.33, 0.84, -2.70], [1.08, 0.59, -2.39], [-1.80, 1.63, 1.83], [-2.87, 0.94, 5.09], [-1.42, -0.20, 6.73], [0.91, -0.76, 6.14], [1.73, -0.31, 3.84], [3.80, 1.16, 0.42], [5.39, 1.57, -1.38], [5.96, 1.69, -3.76], [4.24, 1.23, -5.48], [1.92, 0.73, -4.79], [-1.61, -0.48, -2.75], [-2.46, 0.50, -3.27], [-2.44, 1.74, -2.77], [-3.24, 2.68, -3.26], [-1.56, 1.95, -1.79], [-1.34, 3.14, -1.22], [-2.12, 4.06, -1.36], [-0.33, 3.19, -0.56], [-1.01, -0.87, -3.47], [-2.14, -1.23, -2.29], [-3.10, 0.27, -4.03], [-3.83, 2.52, -4.05], [-3.21, 3.60, -2.80], [1.60, -2.52, -1.72], [0.74, -2.64, -0.69], [-0.17, -1.77, -0.38], [-0.97, -2.22, 0.65], [-2.08, -1.57, 1.18], [-2.77, -2.14, 2.23], [-2.40, -3.38, 2.73], [-1.33, -4.07, 2.20], [-0.62, -3.48, 1.16], [0.75, -4.10, 0.28], [1.68, -1.61, -2.15], [2.38, -3.15, -1.78], [-2.38, -0.61, 0.76], [-3.61, -1.62, 2.65], [-2.95, -3.82, 3.55], [-1.04, -5.04, 2.57]]}

***

Entry 2:
{"formula": "C22H21MnNO6S", "method": "ωB97M-V with the def2-TZVPD basis set", "de_lowest_ev": 0.042, "lumo_energy_ev": [-0.654, -0.793], "homo_ha": [-0.2933, -0.2989], "homo_lumo_gap_ev": [7.327, 7.339], "largest_force_ha_per_bohr": 0.0214, "spin_multiplicity": 6, "species": ["Mn", "O", "C", "O", "C", "C", "C", "C", "C", "O", "C", "C", "O", "O", "H", "H", "H", "H", "H", "H", "H", "H", "C", "S", "O", "C", "C", "C", "C", "C", "C", "H", "H", "H", "H", "H", "H", "H", "H", "N", "C", "C", "C", "C", "C", "C", "C", "H", "H", "H", "H", "H"], "xyz": [[-0.10, -0.37, -0.03], [-0.63, -1.42, 3.81], [-0.86, -0.86, 2.76], [-0.57, -1.31, 1.58], [-1.62, 0.49, 2.77], [-2.69, 0.55, 1.67], [-3.73, 1.63, 2.02], [-2.92, 2.92, 1.74], [-1.58, 2.34, 1.26], [-1.99, 1.15, 0.56], [-0.79, 1.78, 2.45], [0.70, 1.59, 2.05], [1.57, 1.97, 2.81], [0.90, 1.09, 0.87], [-2.06, 0.56, 3.77], [-3.10, -0.42, 1.37], [-4.07, 1.54, 3.05], [-4.60, 1.54, 1.36], [-2.80, 3.54, 2.62], [-3.38, 3.52, 0.95], [-1.01, 2.98, 0.59], [-0.78, 2.46, 3.30], [3.53, 0.02, -1.25], [2.51, -1.19, -2.15], [1.41, -1.52, -1.19], [3.64, -2.59, -2.10], [3.95, -3.20, -0.89], [4.80, -4.29, -0.90], [5.32, -4.77, -2.10], [4.98, -4.16, -3.30], [4.13, -3.07, -3.30], [4.04, -0.49, -0.43], [2.85, 0.77, -0.86], [4.25, 0.46, -1.94], [3.52, -2.84, 0.03], [5.06, -4.77, 0.03], [5.98, -5.63, -2.09], [5.38, -4.55, -4.23], [3.86, -2.58, -4.23], [-0.96, -0.11, -1.84], [-1.22, 0.06, -2.94], [-1.60, 0.26, -4.29], [-2.69, 1.08, -4.59], [-3.10, 1.22, -5.91], [-2.43, 0.54, -6.92], [-1.33, -0.26, -6.63], [-0.91, -0.40, -5.32], [-3.20, 1.60, -3.79], [-3.94, 1.85, -6.14], [-2.76, 0.64, -7.95], [-0.80, -0.77, -7.42], [-0.06, -1.03, -5.07]]}

***

Entry 3:
{"formula": "C22H21N3O3S", "method": "ωB97M-V with the def2-TZVPD basis set", "de_lowest_ev": 14.183, "lumo_energy_ev": -0.250, "homo_ha": -0.3149, "homo_lumo_gap_ev": 8.318, "largest_force_ha_per_bohr": 0.2724, "spin_multiplicity": 1, "smiles": "CC(=O)N[C@@H](CC(=O)Nc1nc(-c2ccccc2)c(C(C)=O)s1)c1ccccc1", "species": ["C", "C", "O", "N", "H", "C", "C", "C", "C", "C", "C", "C", "H", "H", "H", "H", "H", "C", "C", "O", "N", "C", "N", "C", "C", "C", "O", "C", "H", "H", "H", "S", "C", "C", "C", "C", "C", "C", "H", "H", "H", "H", "H", "H", "H", "H", "H", "H", "H", "H"], "xyz": [[-2.47, -3.89, 1.42], [-1.68, -2.68, 0.78], [-0.47, -2.45, 0.70], [-2.64, -1.74, 0.33], [-3.66, -2.05, 0.27], [-2.30, -0.54, -0.15], [-3.14, 0.59, 0.49], [-4.46, 0.76, 0.10], [-5.21, 1.85, 0.58], [-4.46, 2.86, 1.23], [-3.18, 3.09, 1.36], [-2.51, 1.90, 0.79], [-1.30, 1.61, 0.87], [-2.58, 3.82, 1.82], [-5.07, 3.74, 1.46], [-6.30, 1.80, 0.71], [-4.93, -0.26, -0.18], [-2.35, -0.54, -1.66], [-1.76, 0.95, -2.37], [-2.65, 1.68, -2.71], [-0.58, 1.17, -2.26], [0.42, 0.62, -1.48], [1.54, 1.30, -1.12], [2.47, 0.43, -0.52], [2.28, -0.80, -1.06], [3.20, -2.10, -0.48], [4.30, -2.20, -0.19], [2.43, -3.28, -0.52], [2.04, -3.73, -1.41], [3.07, -4.26, -0.02], [1.48, -3.26, 0.04], [0.70, -1.24, -1.69], [3.73, 1.06, -0.07], [4.22, 2.01, -0.73], [5.31, 2.71, -0.15], [5.93, 2.52, 1.07], [5.35, 1.23, 1.49], [4.24, 0.59, 1.38], [3.78, -0.23, 1.63], [5.63, 0.99, 2.69], [6.82, 2.74, 1.63], [5.63, 3.71, -0.41], [3.71, 2.45, -1.60], [-0.39, 2.00, -2.38], [-3.45, -0.57, -2.13], [-1.54, -1.37, -2.13], [-1.12, -0.46, 0.16], [-1.64, -4.75, 1.72], [-3.14, -3.53, 2.07], [-3.26, -4.30, 0.62]]}

***

Entry 4:
{"formula": "C22H21N3O4", "method": "ωB97M-V with the def2-TZVPD basis set", "de_lowest_ev": 0.955, "lumo_energy_ev": -0.478, "homo_ha": -0.3031, "homo_lumo_gap_ev": 7.768, "largest_force_ha_per_bohr": 0.0294, "spin_multiplicity": 1, "smiles": "CN(C)CCN1C(=O)C(O)=C(C(=O)c2cc3ccccc3o2)[C@@H]1c1ccccn1", "species": ["C", "N", "C", "H", "H", "H", "C", "H", "C", "N", "C", "O", "C", "C", "C", "O", "C", "C", "C", "C", "C", "C", "C", "C", "O", "H", "H", "H", "H", "H", "C", "C", "N", "C", "C", "C", "C", "H", "H", "H", "H", "H", "O", "H", "H", "H", "H", "H", "H", "H"], "xyz": [[-4.99, -1.02, -1.56], [-4.40, -1.96, -0.64], [-3.26, -2.64, -1.22], [-2.47, -1.95, -1.59], [-2.82, -3.30, -0.48], [-3.60, -3.24, -2.07], [-4.21, -1.47, 0.70], [-3.80, -2.28, 1.30], [-3.32, -0.22, 0.90], [-1.94, -0.47, 0.58], [-1.16, -1.36, 1.22], [-1.44, -2.18, 2.07], [0.21, -1.22, 0.64], [0.21, -0.23, -0.28], [1.23, 0.24, -1.21], [0.94, 0.80, -2.26], [2.63, 0.02, -0.83], [3.74, 0.08, -1.63], [4.85, -0.19, -0.79], [6.23, -0.28, -0.97], [7.01, -0.56, 0.13], [6.45, -0.75, 1.39], [5.09, -0.66, 1.60], [4.30, -0.38, 0.50], [2.96, -0.25, 0.46], [4.65, -0.81, 2.57], [7.10, -0.96, 2.23], [8.08, -0.63, 0.01], [6.66, -0.13, -1.95], [3.74, 0.28, -2.69], [-1.19, 0.36, -0.33], [-1.14, 1.81, 0.12], [-1.33, 2.03, 1.42], [-1.26, 3.27, 1.86], [-0.98, 4.35, 1.04], [-0.78, 4.12, -0.31], [-0.86, 2.82, -0.78], [-0.69, 2.59, -1.82], [-0.56, 4.94, -0.98], [-0.93, 5.35, 1.45], [-1.43, 3.39, 2.92], [-1.59, 0.32, -1.35], [1.14, -2.08, 1.04], [0.71, -2.65, 1.71], [-3.67, 0.60, 0.27], [-3.40, 0.08, 1.95], [-5.20, -1.23, 1.10], [-4.30, -0.22, -1.89], [-5.33, -1.55, -2.44], [-5.86, -0.55, -1.08]]}

***

Entry 5:
{"formula": "C22H21N3O4", "method": "ωB97M-V with the def2-TZVPD basis set", "de_lowest_ev": 7.790, "lumo_energy_ev": -0.671, "homo_ha": -0.3089, "homo_lumo_gap_ev": 7.735, "largest_force_ha_per_bohr": 0.1521, "spin_multiplicity": 1, "smiles": "COc1cc2c(cc1OC)[C@H](c1cccc(-c3cccc([N+](=O)[O-])c3)n1)NCC2", "species": ["O", "O", "N", "O", "O", "C", "C", "C", "C", "C", "C", "C", "C", "C", "C", "C", "C", "C", "C", "C", "C", "C", "N", "N", "C", "C", "C", "C", "C", "H", "H", "H", "H", "H", "H", "H", "H", "H", "H", "H", "H", "H", "H", "H", "H", "H", "H", "H", "H", "H"], "xyz": [[0.03, -3.80, 6.20], [1.63, -5.11, 6.46], [0.52, -1.71, 0.34], [-2.87, 2.77, -3.49], [-1.30, 5.07, -2.74], [0.20, -1.96, 1.64], [0.03, -0.66, -0.30], [-0.63, -1.10, 2.38], [-0.85, 0.17, 0.43], [-1.07, -0.03, 1.76], [2.03, -5.32, 2.32], [1.47, -4.26, 1.61], [1.84, -5.46, 3.69], [0.65, -3.40, 3.64], [-1.05, 1.36, -2.65], [0.43, 3.58, -2.03], [-1.61, 2.63, -2.92], [-0.91, 3.76, -2.59], [0.72, -3.25, 2.25], [1.09, -4.55, 4.42], [0.16, 1.15, -1.94], [0.94, 2.24, -1.73], [2.11, -0.28, -1.60], [0.91, -4.49, 5.76], [-3.87, 2.04, -2.73], [-2.72, 5.41, -2.78], [0.69, -0.20, -1.68], [2.46, 2.05, -1.31], [2.91, 0.71, -0.93], [-1.06, -1.19, 3.36], [-1.21, 1.12, 0.19], [-1.77, 0.51, 2.48], [2.59, -5.96, 1.66], [1.81, -4.16, 0.51], [2.12, -6.38, 4.18], [0.27, -2.65, 4.21], [-1.44, 0.39, -3.10], [1.07, 4.47, -1.71], [2.40, -1.24, -1.30], [-3.51, 1.32, -2.00], [-4.48, 1.39, -3.39], [-4.42, 2.85, -2.26], [-3.18, 4.88, -1.97], [-2.79, 6.55, -2.66], [-3.16, 5.16, -3.75], [0.40, -0.94, -2.44], [2.65, 2.82, -0.50], [3.04, 2.33, -2.15], [4.05, 0.64, -1.03], [2.64, 0.72, 0.19]]}

***

Entry 6:
{"formula": "C22H22BeN2O2", "method": "ωB97M-V with the def2-TZVPD basis set", "lumo_energy_ev": -8.067, "homo_ha": -0.5527, "homo_lumo_gap_ev": 6.971, "largest_force_ha_per_bohr": 0.0135, "spin_multiplicity": 1, "charge": 2, "species": ["Be", "C", "C", "C", "C", "C", "C", "C", "C", "C", "H", "H", "H", "H", "H", "H", "H", "H", "H", "H", "H", "H", "O", "C", "O", "C", "C", "C", "C", "C", "C", "N", "C", "C", "C", "C", "C", "C", "N", "H", "H", "H", "H", "H", "H", "H", "H", "H", "H"], "xyz": [[0.73, 0.85, -0.38], [1.76, 3.71, 0.53], [0.64, 2.74, 0.32], [0.25, 1.88, 1.37], [-1.01, 1.24, 1.35], [-1.51, 0.55, 2.57], [-1.75, 1.27, 0.17], [-1.27, 1.90, -0.98], [-2.05, 1.88, -2.25], [-0.07, 2.64, -0.89], [2.68, 3.22, 0.84], [1.48, 4.40, 1.33], [1.96, 4.30, -0.36], [0.79, 1.93, 2.31], [-0.90, -0.32, 2.81], [-2.54, 0.21, 2.45], [-1.47, 1.22, 3.43], [-2.71, 0.78, 0.14], [-1.50, 1.37, -3.05], [-2.24, 2.89, -2.60], [-3.01, 1.37, -2.12], [0.19, 3.29, -1.72], [-4.99, -4.17, 0.74], [-3.72, -4.50, 0.96], [-3.40, -5.57, 1.38], [-2.66, -3.46, 0.66], [-1.53, -3.45, 1.47], [-0.50, -2.58, 1.21], [-0.57, -1.71, 0.11], [-1.70, -1.72, -0.70], [-2.74, -2.59, -0.43], [0.53, -0.87, -0.22], [1.70, -1.39, -0.27], [2.79, -0.51, -0.65], [4.11, -0.90, -0.76], [5.04, 0.04, -1.21], [4.60, 1.30, -1.57], [3.26, 1.62, -1.41], [2.37, 0.74, -0.93], [-5.12, -3.26, 0.47], [-1.48, -4.15, 2.29], [0.37, -2.54, 1.86], [-1.74, -1.09, -1.58], [-3.59, -2.63, -1.10], [1.87, -2.45, -0.12], [4.40, -1.91, -0.52], [6.09, -0.23, -1.30], [5.28, 2.04, -1.96], [2.88, 2.59, -1.69]]}

***

Entry 7:
{"formula": "C22H22Br57N2O4S3", "method": "ωB97M-V with the def2-TZVPD basis set", "lumo_energy_ev": 0.526, "homo_ha": -0.2526, "homo_lumo_gap_ev": 7.399, "largest_force_ha_per_bohr": 0.0751, "spin_multiplicity": 1, "charge": -1, "species": ["C", "C", "S", "O", "O", "N", "S", "O", "O", "N", "C", "S", "H", "H", "H", "C", "Br", "Br", "Br", "H", "C", "Br", "Br", "Br", "H", "C", "Br", "Br", "Br", "H", "C", "Br", "Br", "Br", "H", "C", "Br", "Br", "Br", "H", "C", "Br", "Br", "Br", "H", "C", "Br", "Br", "Br", "H", "C", "Br", "Br", "Br", "H", "C", "Br", "Br", "Br", "H", "C", "Br", "Br", "Br", "H", "C", "Br", "Br", "Br", "H", "C", "Br", "Br", "Br", "H", "C", "Br", "Br", "Br", "H", "C", "Br", "Br", "Br", "H", "C", "Br", "Br", "Br", "H", "C", "Br", "Br", "Br", "H", "C", "Br", "Br", "Br", "H", "C", "Br", "Br", "Br", "H", "C", "Br", "Br", "Br", "H"], "xyz": [[-7.35, 1.47, -2.06], [-6.79, 1.09, -0.91], [-5.79, -0.39, -0.77], [-5.52, -0.78, -2.15], [-6.55, -1.38, -0.02], [-4.35, -0.06, -0.14], [-4.34, -0.10, 1.48], [-5.54, 0.39, 2.10], [-3.88, -1.34, 2.03], [-3.08, 1.03, 1.87], [-2.64, 1.66, 0.94], [-1.94, 2.36, -0.27], [-7.28, 2.51, -2.38], [-7.92, 0.82, -2.72], [-6.92, 1.67, 0.00], [-1.36, -2.84, 0.95], [-1.20, -1.31, -0.20], [-1.41, -4.48, -0.06], [0.02, -2.87, 2.29], [-2.31, -2.75, 1.46], [-0.21, -4.22, -3.70], [-1.93, -3.37, -3.77], [0.50, -4.66, -5.44], [1.02, -3.15, -2.68], [-0.35, -5.15, -3.17], [4.85, -3.31, -0.48], [4.47, -5.16, -0.85], [3.24, -2.28, -0.27], [6.02, -3.11, 1.04], [5.37, -2.91, -1.34], [-5.20, -4.06, 3.72], [-4.07, -4.22, 5.27], [-4.52, -5.07, 2.22], [-7.02, -4.54, 4.11], [-5.19, -3.02, 3.42], [7.93, -1.66, 4.17], [8.89, -0.22, 5.00], [9.13, -3.02, 3.49], [6.60, -2.41, 5.34], [7.41, -1.25, 3.31], [-2.91, 2.24, -3.77], [-2.46, 3.08, -5.45], [-4.67, 2.72, -3.18], [-2.69, 0.34, -3.84], [-2.22, 2.61, -3.03], [-9.87, -7.40, 3.53], [-8.08, -7.60, 2.85], [-10.25, -8.68, 4.92], [-10.23, -5.59, 4.12], [-10.54, -7.60, 2.72], [11.38, 1.59, 2.01], [11.06, -0.25, 1.59], [9.74, 2.58, 2.23], [12.50, 1.80, 3.56], [11.91, 2.03, 1.17], [0.81, 4.39, -4.05], [2.57, 4.23, -4.81], [0.50, 3.08, -2.67], [0.45, 6.18, -3.44], [0.10, 4.18, -4.85], [-5.90, 0.28, -7.27], [-4.43, -0.96, -7.15], [-6.55, 0.75, -5.52], [-5.47, 1.83, -8.33], [-6.70, -0.24, -7.78], [-3.93, -5.11, -8.23], [-2.59, -4.87, -9.60], [-3.31, -4.49, -6.52], [-5.62, -4.33, -8.74], [-4.09, -6.18, -8.14], [16.21, 2.92, 4.95], [16.29, 2.31, 6.78], [15.57, 4.73, 4.84], [17.90, 2.70, 4.06], [15.50, 2.30, 4.44], [-6.87, -4.61, -2.88], [-6.93, -4.40, -4.81], [-5.75, -6.12, -2.39], [-6.32, -2.96, -2.01], [-7.87, -4.85, -2.56], [-1.72, 6.92, -7.35], [-0.15, 5.82, -7.13], [-2.61, 7.25, -5.68], [-1.31, 8.56, -8.28], [-2.41, 6.37, -7.98], [12.00, 6.98, 5.54], [12.20, 5.17, 4.92], [12.12, 7.09, 7.46], [13.26, 8.17, 4.68], [11.01, 7.31, 5.26], [9.81, 10.18, 8.07], [9.34, 10.98, 9.75], [8.33, 10.19, 6.84], [11.38, 10.99, 7.30], [10.05, 9.14, 8.26], [-7.70, -0.72, 5.92], [-7.67, -2.18, 7.18], [-6.42, -0.96, 4.51], [-9.48, -0.43, 5.22], [-7.43, 0.17, 6.46], [-8.30, -7.83, -5.49], [-6.86, -8.54, -6.56], [-9.93, -7.69, -6.50], [-8.54, -8.84, -3.87], [-8.01, -6.82, -5.21], [6.38, 4.49, 4.52], [8.26, 4.67, 4.89], [5.85, 2.64, 4.51], [5.31, 5.54, 5.72], [6.22, 4.87, 3.52]]}

***

Entry 8:
{"formula": "C22H22BrCl2N2O9P2W", "method": "ωB97M-V with the def2-TZVPD basis set", "de_lowest_ev": 0.247, "lumo_energy_ev": [-4.266, -4.608], "homo_ha": [-0.4012, -0.4204], "homo_lumo_gap_ev": [6.650, 6.832], "largest_force_ha_per_bohr": 0.0549, "spin_multiplicity": 3, "charge": 1, "species": ["W", "Cl", "C", "Cl", "H", "H", "C", "C", "C", "C", "C", "C", "N", "N", "C", "C", "C", "C", "C", "C", "H", "H", "H", "H", "H", "H", "H", "H", "H", "C", "C", "O", "P", "O", "O", "O", "P", "O", "O", "O", "H", "H", "H", "H", "H", "H", "H", "Br", "C", "C", "C", "C", "C", "C", "C", "O", "O", "H", "H", "H", "H"], "xyz": [[-0.64, -0.22, -0.23], [-1.34, 1.43, -2.99], [-1.67, -0.06, -3.91], [-1.05, -1.46, -2.98], [-1.14, -0.02, -4.86], [-2.74, -0.17, -4.04], [1.57, 4.06, 2.51], [0.26, 3.94, 2.96], [-0.64, 3.17, 2.26], [-0.23, 2.50, 1.10], [1.08, 2.63, 0.64], [1.97, 3.42, 1.35], [-1.13, 1.67, 0.39], [-2.39, 2.07, 0.50], [-3.28, 1.18, -0.02], [-4.66, 1.44, 0.02], [-5.53, 0.47, -0.40], [-5.05, -0.75, -0.87], [-3.68, -0.99, -0.95], [-2.74, -0.04, -0.56], [2.27, 4.67, 3.07], [-0.06, 4.45, 3.86], [-1.67, 3.05, 2.59], [1.38, 2.15, -0.28], [2.98, 3.54, 0.99], [-5.00, 2.39, 0.42], [-6.60, 0.65, -0.37], [-5.75, -1.52, -1.16], [-3.36, -1.95, -1.33], [1.17, -3.36, 2.39], [0.23, -2.30, 2.95], [-0.22, -2.53, 4.25], [0.97, -0.61, 2.81], [2.43, -0.75, 3.36], [0.32, 0.42, 3.81], [0.96, -0.11, 1.39], [-1.32, -2.03, 1.98], [-2.42, -3.06, 2.41], [-1.69, -0.59, 2.27], [-1.07, -2.21, 0.48], [2.08, -3.41, 2.98], [1.42, -3.09, 1.36], [0.68, -4.33, 2.38], [0.53, -2.72, 4.84], [2.91, 0.07, 3.49], [-0.62, 0.58, 3.67], [-2.81, -2.90, 3.27], [4.62, 2.18, -5.00], [4.02, 0.52, -4.29], [4.52, -0.66, -4.81], [4.11, -1.87, -4.26], [3.20, -1.89, -3.22], [2.67, -0.69, -2.73], [3.09, 0.53, -3.26], [1.63, -0.71, -1.71], [0.89, 0.35, -1.52], [1.30, -1.74, -1.04], [5.22, -0.64, -5.63], [4.50, -2.79, -4.65], [2.87, -2.82, -2.78], [2.70, 1.46, -2.88]]}

***

Q: Number 2 is which compound?
A: C22H21MnNO6S

***

Q: Which formula does entry 7 have?
A: C22H22Br57N2O4S3